1.
Here is a molecular structure, C27H17Cl69N4O5P2 from the Open Molecules 2025 dataset. Energies are from the ωB97M-V functional and the def2-TZVPD basis.

```
124
Properties=species:S:1:pos:R:3:forces:R:3
N 1.5628 0.4857 0.8688 -2.181 1.230 -5.270
C 1.1326 0.7980 -0.4169 0.974 -1.421 4.894
N 1.9032 0.1751 -1.5595 -1.232 1.372 0.945
N -0.0891 1.6829 -0.5227 2.004 -0.644 -1.722
C -0.0501 2.6063 -1.7200 -1.791 0.595 -1.117
C -1.5721 2.5179 -2.4079 1.331 -0.613 -0.249
C -1.5670 1.0919 -3.2758 0.014 0.759 -0.016
C -3.0595 0.4364 -3.4637 -0.270 2.033 -0.928
O -3.3579 -0.6865 -2.5601 1.439 -3.198 -2.070
P -2.5728 -2.1617 -3.0522 4.506 0.337 0.724
O -1.0075 -2.1981 -2.8067 -5.497 0.403 -0.769
O -3.2466 -3.5195 -2.1681 1.748 3.133 1.659
C -2.7248 -3.5371 -0.7635 1.429 -0.163 4.572
C -2.5102 -4.9450 0.0222 -0.324 0.963 0.833
C -1.9211 -5.1315 1.5633 0.405 7.262 -3.519
C -1.5635 -3.6443 2.2428 -1.691 -0.922 -4.253
C -1.8913 -2.3525 1.3075 0.496 -2.503 0.426
N -2.4236 -2.2470 -0.0805 1.208 -5.956 1.703
O -2.7880 -2.4298 -4.7950 0.597 -0.068 2.469
P -1.1561 -2.3002 -5.4773 1.570 1.493 -0.243
O -1.2098 -1.9504 -7.1847 0.813 -1.545 1.395
Cl -0.1504 -4.2064 -5.2842 -1.138 0.620 -0.508
H 0.9284 0.9508 1.5722 0.806 -0.486 -1.356
H 1.3349 -0.5090 -2.1095 0.457 1.064 0.616
H 2.3706 0.8879 -2.1639 -0.801 -0.952 0.666
H -0.9716 1.1292 -0.4642 1.082 0.477 -0.283
H 0.1967 3.7217 -1.4287 -0.450 -2.283 -0.318
H 0.6898 2.2904 -2.5701 -1.156 0.348 1.853
H -2.3178 2.5003 -1.5015 1.196 0.024 -2.013
H -1.7357 3.4460 -3.1264 0.152 -2.097 1.586
H -1.1602 1.3487 -4.3481 -0.775 -0.644 2.148
H -0.7861 0.4016 -2.7376 -1.833 0.916 -1.232
H -3.8364 1.2995 -3.1877 1.535 -2.126 -0.385
H -3.3202 0.1367 -4.5802 0.815 0.512 2.323
H -2.8018 -5.9367 -0.5662 0.715 2.529 1.534
H -1.7514 -6.1561 2.1014 1.546 2.307 -2.539
H -1.1037 -3.5591 3.3349 -1.158 -0.056 -2.713
H -1.6620 -1.3027 1.8329 -0.548 -2.609 -1.520
H -0.2447 -2.0553 -7.5030 -2.103 0.022 0.759
C 1.0220 2.5241 -6.9082 0.314 0.028 -0.076
Cl 1.0049 2.6841 -5.1338 0.074 0.053 -0.493
Cl 2.5554 3.1676 -7.5478 -0.108 -0.677 0.969
Cl 0.8684 0.8051 -7.3511 -0.009 0.462 0.133
Cl -0.3409 3.4397 -7.6002 0.105 -0.290 0.368
C 1.1756 3.5534 4.0433 0.191 0.120 0.109
Cl 2.5741 4.4509 3.4004 -0.391 -0.234 0.093
Cl 0.2677 2.8234 2.6952 0.394 -0.023 0.764
Cl 1.7464 2.2696 5.1390 -0.349 0.626 -0.557
Cl 0.1141 4.6697 4.9386 0.220 -0.266 -0.232
C 1.5479 -5.6778 -1.1269 0.181 0.062 -0.165
Cl -0.0648 -5.4238 -0.4133 1.461 -0.156 -0.615
Cl 1.4054 -6.7308 -2.5570 0.053 0.195 0.258
Cl 2.2368 -4.1077 -1.6117 -1.192 -0.517 0.013
Cl 2.6143 -6.4487 0.0743 -0.243 0.151 -0.263
C 0.5736 -1.0220 7.4702 0.125 0.112 0.255
Cl 1.9721 -0.1245 6.8273 -0.228 -0.684 0.420
Cl -0.3343 -1.7519 6.1221 0.245 1.118 -0.058
Cl 1.1444 -2.3058 8.5659 0.117 0.778 -0.054
Cl -0.4879 0.0944 8.3655 0.260 -0.300 -0.279
C 6.5498 4.4788 2.1607 0.036 -0.077 0.048
Cl 5.4742 5.8252 1.7082 0.211 -0.280 0.097
Cl 6.2594 3.0961 1.0752 0.316 0.935 0.054
Cl 8.2473 5.0006 2.0168 -0.425 -0.123 0.019
Cl 6.2183 3.9933 3.8426 0.087 0.109 -0.428
C -4.5662 -7.5562 -2.9663 0.000 0.046 -0.089
Cl -3.1906 -8.6723 -2.7747 -0.289 0.258 -0.015
Cl -5.8081 -7.9290 -1.7443 0.285 0.085 -0.239
Cl -4.0048 -5.8791 -2.7501 -0.454 -0.970 -0.431
Cl -5.2612 -7.7445 -4.5960 0.162 0.030 0.387
C -4.7348 -6.9172 3.6514 -0.490 -0.301 0.688
Cl -4.7519 -6.7572 5.4259 0.041 0.066 -0.524
Cl -3.2014 -6.2737 3.0119 -3.527 -1.347 2.055
Cl -4.8883 -8.6362 3.2086 0.104 0.411 0.054
Cl -6.0977 -6.0016 2.9595 0.462 -0.203 0.102
C -8.2965 -8.3573 6.3239 -0.007 0.016 0.001
Cl -9.6988 -8.9037 7.2777 0.340 0.132 -0.232
Cl -6.8324 -8.4083 7.3378 -0.509 -0.134 -0.072
Cl -8.0819 -9.4284 4.9164 -0.063 0.278 0.356
Cl -8.5731 -6.6887 5.7637 0.068 -0.412 0.148
C 4.7031 -1.0492 2.3498 -0.380 0.012 -0.228
Cl 4.3742 -2.0352 0.9026 0.116 0.579 0.934
Cl 5.1280 0.6088 1.8547 -0.271 -0.855 0.390
Cl 3.2516 -1.0072 3.3822 0.361 -0.021 -0.084
Cl 6.0585 -1.7632 3.2595 -0.262 0.140 -0.190
C -1.8260 5.8598 -0.0321 -0.070 -0.032 0.110
Cl -0.4274 6.7572 -0.6750 -0.325 -0.307 0.128
Cl -2.7338 5.1298 -1.3802 0.050 0.620 0.468
Cl -1.2551 4.5759 1.0636 -0.384 0.832 -0.646
Cl -2.8874 6.9761 0.8632 0.233 -0.204 -0.198
C 6.6568 1.8243 -3.1217 0.045 -0.024 0.093
Cl 5.5968 1.5198 -4.5211 0.199 0.072 0.300
Cl 6.0299 0.9512 -1.7007 0.087 0.173 -0.353
Cl 8.3044 1.2546 -3.4896 -0.413 0.143 0.082
Cl 6.6960 3.5716 -2.7755 -0.019 -0.407 -0.084
C 0.8483 10.8644 0.2973 -0.070 0.006 0.047
Cl -0.7788 10.1773 0.0622 0.402 0.232 0.075
Cl 1.0594 11.3193 2.0070 -0.047 -0.150 -0.614
Cl 2.0752 9.6526 -0.1508 -0.262 0.241 0.081
Cl 1.0371 12.3084 -0.7291 -0.032 -0.349 0.247
C 2.6930 13.4590 5.0143 0.090 0.032 0.007
Cl 1.0660 12.7718 4.7792 0.354 0.235 0.256
Cl 2.9042 13.9138 6.7240 -0.065 -0.117 -0.428
Cl 3.9200 12.2472 4.5662 -0.326 0.293 0.102
Cl 2.8819 14.9030 3.9879 -0.064 -0.376 0.246
C -0.8056 -6.0083 7.4201 0.105 -0.042 -0.030
Cl -1.1344 -6.9943 5.9729 0.110 0.179 0.330
Cl -0.3807 -4.3503 6.9250 -0.593 -1.700 0.058
Cl -2.2571 -5.9663 8.4525 0.312 -0.007 -0.243
Cl 0.5498 -6.7223 8.3298 -0.304 0.142 -0.182
C 6.1735 -5.1020 -0.8393 0.003 0.104 0.000
Cl 5.0979 -3.7555 -1.2919 1.325 -0.714 -0.336
Cl 5.8832 -6.4846 -1.9248 0.047 0.325 0.243
Cl 7.8711 -4.5801 -0.9832 -0.361 -0.136 0.045
Cl 5.8420 -5.5874 0.8426 0.200 0.171 -0.359
C -5.0505 0.7852 1.1256 0.138 -0.073 0.107
Cl -6.6776 0.0980 0.8904 0.362 0.168 0.044
Cl -4.8394 1.2400 2.8352 -0.070 -0.014 -0.304
Cl -3.8236 -0.4266 0.6775 -1.413 1.257 0.020
Cl -4.8617 2.2292 0.0991 -0.035 -0.168 0.175
C 2.6230 4.9254 -11.0660 -0.145 0.082 -0.024
Cl 3.9986 3.8093 -10.8744 -0.296 0.234 -0.024
Cl 1.3811 4.5526 -9.8441 0.133 0.609 -1.235
Cl 3.1844 6.6025 -10.8498 -0.120 -0.409 -0.047
Cl 1.9280 4.7371 -12.6957 0.194 0.035 0.371
```
Forces are in eV/Å.

The value obtained for the max |F| is 8.1 eV/Å. The HOMO energy comes out at -9.10 eV. As for the HOMO-LUMO gap: 8.03 eV.

***

2.
Here is a molecular structure, C27H17ClF5N5OSbSe4Ti from the Open Molecules 2025 dataset. Energies are from the ωB97M-V functional and the def2-TZVPD basis.

```
62
Properties=species:S:1:pos:R:3:forces:R:3
Ti -0.0112 1.0826 -0.3201 1.145 1.895 -1.453
N -4.2900 0.5277 -0.8520 0.517 0.254 -0.488
C -2.9916 0.8590 -1.1053 0.088 -0.205 0.569
N -2.0520 0.7948 -0.2070 -1.930 -0.272 -0.885
C -2.3861 0.4546 1.1059 0.791 0.147 1.370
N -1.4968 0.5744 2.0528 -1.143 -0.220 -0.041
N -0.3225 1.0173 1.5901 -0.213 -0.083 1.335
C 0.6645 1.3369 2.4104 0.502 0.342 0.395
C 1.8601 1.7835 1.9051 -0.666 -0.439 0.540
C 2.8307 2.4455 2.7057 0.403 0.523 0.011
C 3.6516 3.3610 2.1297 -0.052 -0.320 0.664
C 3.4337 3.6735 0.7477 -0.251 -0.286 -0.441
C 2.6407 2.9055 -0.0152 0.576 0.705 -0.463
N 2.1191 1.6485 0.4718 0.191 -0.022 0.461
C -3.7312 0.0231 1.4176 -0.418 -0.106 -0.180
C -4.1093 -0.4131 2.6831 -0.348 -0.037 -0.185
C -5.4248 -0.7844 2.9297 0.324 0.036 0.133
C -6.3598 -0.7374 1.9116 -0.173 0.025 -0.271
C -5.9971 -0.3185 0.6366 0.069 -0.023 0.150
C -4.6877 0.0699 0.3870 -0.158 -0.242 0.842
H -4.9596 0.5841 -1.6060 0.213 0.082 0.118
H -2.7900 1.2101 -2.1136 0.206 -0.062 0.029
H 0.4890 1.3231 3.4864 0.068 -0.021 -0.005
H 2.8061 2.2943 3.7779 0.060 -0.024 0.086
H 4.3684 3.9287 2.7059 0.039 -0.009 0.107
H 3.8570 4.5758 0.3333 -0.012 0.062 -0.163
H 2.4573 3.1678 -1.0534 -0.201 -0.059 0.145
H -3.3584 -0.4423 3.4559 0.083 0.006 0.066
H -5.7120 -1.1092 3.9209 -0.035 -0.024 0.016
H -7.3833 -1.0264 2.1073 -0.063 -0.024 -0.026
H -6.7212 -0.2835 -0.1659 -0.102 0.004 -0.035
Se 1.6300 4.1113 -3.5683 0.087 -0.053 0.117
Sb -0.3397 3.0437 -2.6015 0.010 0.705 -0.749
Se -0.5281 3.5377 -0.1000 -0.137 0.709 -0.794
Se -0.0591 0.5374 -2.7445 -0.313 0.751 -1.315
Se -2.4232 3.6390 -3.7257 -0.190 -0.134 0.158
F -0.0655 -6.1142 0.0099 -0.048 0.389 0.005
C -0.0019 -4.7579 0.0320 0.033 0.130 0.108
C 0.8076 -4.1118 0.9661 -0.183 -0.612 -0.159
F 1.4994 -4.8480 1.8655 -0.156 0.157 -0.225
C 0.9073 -2.7417 0.9702 -0.063 0.924 -0.104
F 1.6840 -2.1233 1.8981 -0.181 -0.433 -0.371
C 0.2433 -1.9263 0.0156 -0.088 -1.498 0.054
O 0.4724 -0.6808 -0.0874 0.469 -2.158 0.589
C -0.6606 -2.6217 -0.8400 0.074 1.112 0.113
F -1.4322 -1.8485 -1.6398 0.188 -0.987 0.219
C -0.7612 -3.9927 -0.8572 0.112 -0.558 0.212
F -1.5887 -4.6240 -1.7160 0.172 0.216 0.191
Cl 2.8941 -2.3779 -4.9014 -0.060 -0.238 -0.421
C 3.0025 -1.5047 -3.4124 0.161 0.335 0.341
C 3.0492 -2.2077 -2.2201 0.007 -0.036 -0.015
C 3.1378 -1.5088 -1.0318 0.131 0.170 -0.079
C 3.1488 -0.1158 -1.0112 0.202 0.017 -0.205
C 3.1815 0.6038 0.3098 0.458 -0.388 -0.040
C 3.1338 0.5630 -2.2252 0.320 -0.060 0.118
C 3.0619 -0.1247 -3.4262 0.137 -0.144 -0.022
H 3.0051 -3.2862 -2.2205 0.016 -0.119 -0.033
H 3.1978 -2.0594 -0.1042 -0.069 -0.008 0.108
H 4.1683 1.0823 0.4392 -0.318 -0.086 0.087
H 3.0609 -0.1382 1.1097 -0.125 0.259 -0.178
H 3.1776 1.6442 -2.2631 -0.145 -0.009 -0.028
H 3.0034 0.4220 -4.3541 -0.012 0.045 -0.081
```
Forces are in eV/Å.

The spin multiplicity is 2. The value obtained for the max |F| is 2.6 eV/Å. The HOMO energy (spin up / spin down) comes out at -1.34 / -1.41 eV. Its energy above the lowest of the compared OMol25 structures with the same formula, charge and spin is 53.6 kcal per mole. The net charge is -2. As for the HOMO-LUMO gap (spin up / spin down): 5.30 / 5.38 eV.

***

3.
Here is a molecular structure, C27H17N11O6SW from the Open Molecules 2025 dataset. Energies are from the ωB97M-V functional and the def2-TZVPD basis.

```
63
Properties=species:S:1:pos:R:3:forces:R:3
W 0.8066 0.4649 0.7067 -0.325 0.123 0.228
N -2.3053 3.5056 -0.6013 -0.013 0.034 -0.015
C -1.4861 2.4721 -0.3833 0.051 -0.116 0.022
S 0.0081 2.8221 0.4552 -0.024 0.064 0.012
N -1.8653 1.2865 -0.7573 -0.079 0.065 0.013
N -0.9236 0.3017 -0.6007 0.056 -0.097 -0.085
C -1.0312 -0.7178 -1.4025 -0.005 0.071 0.010
C -2.1060 -0.8661 -2.3967 0.024 0.001 0.012
C -3.4394 -0.9653 -2.0072 -0.001 0.001 -0.011
C -4.4203 -1.1305 -2.9686 -0.005 -0.003 0.007
C -4.0787 -1.1647 -4.3149 0.001 0.001 -0.002
C -2.7521 -1.0495 -4.7049 0.005 -0.003 -0.005
C -1.7593 -0.9175 -3.7472 -0.014 0.003 0.011
C 0.0573 -1.6983 -1.3407 0.025 0.016 0.000
C 0.0591 -2.8843 -2.0501 0.016 0.020 0.010
C 1.1652 -3.7213 -1.9533 0.006 0.004 0.005
C 2.2264 -3.3513 -1.1457 -0.022 -0.007 -0.016
C 2.1469 -2.1647 -0.4353 0.021 0.035 0.055
N 1.0857 -1.3609 -0.5340 0.025 -0.078 -0.128
H -2.0234 4.4466 -0.3879 -0.004 -0.001 0.001
H -3.1033 3.3690 -1.2022 0.001 0.002 0.001
H -3.7058 -0.9357 -0.9596 -0.001 0.003 0.006
H -5.4546 -1.2305 -2.6693 0.000 0.002 0.001
H -4.8510 -1.2833 -5.0628 0.000 0.000 -0.002
H -2.4884 -1.0674 -5.7533 0.002 0.000 -0.001
H -0.7233 -0.8252 -4.0512 0.005 0.003 -0.004
H -0.7944 -3.1419 -2.6599 0.001 0.001 -0.007
H 1.1901 -4.6535 -2.5013 0.001 0.000 -0.002
H 3.1057 -3.9714 -1.0454 0.000 -0.001 0.003
H 2.9296 -1.8572 0.2454 -0.003 0.005 -0.001
N -1.8040 1.5100 4.0499 0.036 0.027 0.030
C -2.8235 0.9140 3.3465 -0.007 -0.019 -0.014
C -2.2828 0.4831 2.1756 -0.025 0.009 -0.025
N -0.9479 0.8172 2.1625 0.014 -0.013 0.109
C -0.6910 1.4286 3.3086 -0.039 -0.018 -0.093
C 0.6550 1.8979 3.4758 0.055 -0.002 -0.045
N 1.4736 1.6859 2.4519 -0.046 -0.030 0.119
C 2.7007 2.1988 2.8016 0.042 0.038 -0.027
C 2.6014 2.7330 4.0472 -0.002 -0.008 -0.013
N 1.3054 2.5298 4.4581 -0.037 0.013 0.015
H -1.8975 1.9345 4.9600 0.000 -0.002 0.001
H -3.8247 0.8483 3.7344 -0.004 0.000 -0.003
H -2.7611 -0.0201 1.3542 -0.006 -0.002 0.000
H 3.5631 2.1439 2.1631 -0.003 -0.010 -0.003
H 3.3293 3.2259 4.6668 0.007 -0.003 0.000
H 0.9326 2.8029 5.3547 -0.002 0.002 -0.002
O 5.8838 1.8839 -2.6517 0.003 -0.036 -0.008
C 4.9143 1.6002 -2.0344 -0.003 0.138 0.048
C 3.4366 1.7303 -2.5287 -0.004 -0.101 -0.100
O 3.0549 2.1102 -3.5907 -0.012 0.018 0.024
C 2.6525 1.2388 -1.3628 0.006 -0.129 0.103
C 3.4408 0.8512 -0.3402 -0.090 -0.053 -0.091
O 2.7501 0.4125 0.7224 0.061 0.046 0.071
C 4.8780 1.0589 -0.5679 0.057 -0.120 -0.011
O 5.8013 0.8786 0.1686 -0.022 0.022 0.007
O 1.3668 1.1410 -1.1363 0.042 0.052 -0.100
O 1.1616 -0.8905 2.2277 0.244 -0.095 0.161
N 0.0721 -1.3678 1.7063 -0.059 0.103 -0.352
C -0.5013 -2.4605 2.0459 0.074 0.055 0.046
C -1.6921 -2.7933 1.3175 -0.041 -0.006 0.042
N -2.6457 -2.9948 0.7116 0.014 -0.004 -0.020
C 0.0095 -3.2891 3.0951 -0.025 -0.046 -0.002
N 0.4190 -3.9536 3.9361 0.026 0.026 0.012
```
Forces are in eV/Å.

The value obtained for the max |F| is 0.4 eV/Å. The HOMO energy comes out at -14.01 eV. Its energy above the lowest of the compared OMol25 structures with the same formula, charge and spin is 0.0 kcal per mole. The net charge is +2. As for the HOMO-LUMO gap: 6.27 eV.

***

4.
Here is a molecular structure, C27H18AuBrCl2N3O2 from the Open Molecules 2025 dataset. Energies are from the ωB97M-V functional and the def2-TZVPD basis.

```
54
Properties=species:S:1:pos:R:3:forces:R:3
Au -0.9224 -0.3063 -1.2094 -0.240 -0.244 -0.067
Cl -5.1530 2.3381 -1.2298 -0.046 -0.029 0.009
C -3.5285 2.8842 -1.3641 0.143 -0.074 -0.080
C -3.2589 4.2647 -1.3233 0.091 0.023 0.000
C -1.9826 4.7410 -1.4373 -0.030 -0.055 -0.021
Cl -1.6877 6.4411 -1.4029 0.005 0.051 0.013
C -0.8945 3.8449 -1.5846 -0.071 -0.009 0.015
C 0.4627 4.2093 -1.6993 0.025 0.006 -0.047
C 1.4266 3.2460 -1.8462 -0.032 0.008 -0.052
C 1.0623 1.8944 -1.8320 0.006 0.035 -0.051
N -0.1967 1.5364 -1.6944 0.018 -0.024 0.289
C -1.1953 2.4715 -1.6023 -0.152 0.005 -0.021
C -2.5166 1.9563 -1.5196 0.019 0.233 -0.041
O -2.7076 0.6507 -1.5960 -0.018 -0.122 0.095
H -4.0838 4.9523 -1.1991 -0.003 0.007 -0.019
H 0.7289 5.2575 -1.6805 0.004 -0.002 0.000
H 2.4690 3.5051 -1.9552 0.003 0.003 -0.011
H 1.7884 1.0974 -1.9238 0.003 -0.040 0.075
O -4.4765 -5.1622 0.2288 0.016 -0.016 0.007
C -3.7000 -4.1194 -0.0525 0.051 0.020 -0.015
C -4.1256 -2.7936 -0.0072 0.013 0.005 0.020
C -3.2340 -1.8074 -0.3328 -0.035 0.049 0.123
N -1.9522 -2.0438 -0.6927 0.209 -0.007 0.028
C -1.5451 -3.3309 -0.7242 -0.096 -0.031 -0.029
Br 0.1926 -3.7850 -1.2370 0.009 -0.037 -0.075
C -2.3818 -4.3793 -0.4163 -0.033 0.045 0.036
H -5.3723 -4.8869 0.4588 -0.021 0.004 0.007
H -5.1342 -2.5265 0.2767 -0.008 0.007 -0.018
H -3.5326 -0.7694 -0.3276 -0.027 -0.013 -0.027
H -2.0235 -5.3960 -0.4610 0.011 -0.001 -0.009
N 0.9349 -0.8882 -0.9397 0.379 0.496 -0.262
C 1.5564 -0.6934 0.1512 -0.184 -0.386 0.228
C 0.9651 -0.4550 1.5086 -0.077 0.061 -0.051
C -0.0656 0.4505 1.7537 0.058 0.037 -0.027
C -0.5939 0.5938 3.0279 -0.022 0.000 0.004
C -0.1094 -0.1789 4.0719 -0.027 -0.007 0.014
C 0.9167 -1.0827 3.8402 0.014 -0.015 0.003
C 1.4589 -1.2108 2.5717 -0.036 -0.076 -0.022
C 3.0461 -0.8069 0.0715 -0.008 0.050 0.015
C 3.8435 0.0007 0.8800 0.019 -0.028 -0.009
C 5.2238 -0.0253 0.7417 -0.022 0.017 0.031
C 5.8127 -0.8636 -0.1922 0.008 -0.011 -0.022
C 5.0208 -1.6773 -0.9928 0.009 -0.005 -0.012
C 3.6425 -1.6442 -0.8684 -0.012 -0.030 0.025
H -0.4476 1.0863 0.9654 0.041 0.064 -0.035
H -1.3785 1.3177 3.2050 -0.004 -0.004 -0.006
H -0.5276 -0.0742 5.0639 0.012 0.016 0.009
H 1.3036 -1.6846 4.6513 -0.003 -0.013 -0.001
H 2.2612 -1.9159 2.3975 0.028 0.016 0.004
H 3.3863 0.6521 1.6140 0.001 0.004 0.005
H 5.8385 0.6060 1.3693 -0.001 0.009 -0.006
H 6.8892 -0.8847 -0.2967 0.003 -0.011 0.006
H 5.4804 -2.3360 -1.7174 0.003 -0.009 0.004
H 3.0165 -2.2696 -1.4907 0.002 0.027 -0.032
```
Forces are in eV/Å.

The value obtained for the max |F| is 0.7 eV/Å. The HOMO energy comes out at -10.83 eV. The net charge is +1. As for the HOMO-LUMO gap: 7.08 eV.